# C2H3NOS

The molecule C2H3NOS in a non-equilibrium geometry (ωB97M-V/def2-TZVPD, the OMol25 dataset).

* max |F|: 5.059 eV/A
* HOMO (spin up / spin down): -8.243 / -8.242 eV
* 2S+1: 1
* relative energy (zero: lowest compared OMol25 entry of this formula, charge and spin): 411.4 kJ/mol

Each line ends with the Löwdin charge.
Positions of all 8 atoms, in Å:
1 C -1.3971 -0.3866 1.8467  -0.597
2 C -0.0246 -0.1352 0.1316  -0.049
3 N -0.5539 -1.0371 1.1136  -0.381
4 O -0.0671 -2.2245 1.1442  -0.099
5 S -2.3678 0.4999 2.6780  0.811
6 H -0.6873 0.4871 -0.5313  0.112
7 H 0.6049 0.6561 0.4000  0.065
8 H 0.6285 -0.7861 -0.5636  0.137

Force components x, y, z for each atom (eV/Å):
C 0.596 -1.411 -0.085
C 1.343 -0.176 -4.875
N -1.401 2.050 1.167
O -0.425 -0.256 0.522
S 0.335 -0.402 -0.326
H -0.502 -1.397 0.702
H 1.307 0.734 1.813
H -1.253 0.858 1.082